Entry 1:
This record from the OMol25 dataset describes a structure of composition C25H30BN8Y in a non-equilibrium geometry. The level of theory is ωB97M-V with the def2-TZVPD basis set.

orbital gap: 0.2941 Eh
multiplicity: 1
E_tot: -1471.6153 Ha
lowest unoccupied orbital energy: -6.33 eV
total charge: +2

Geometry as XYZ:
```
65
Properties=species:S:1:pos:R:3:forces:R:3
Y -0.53323 0.88854 -0.09475 0.1 -0.4 -1.3
N -2.22862 0.80513 -1.93797 -0.1 0.0 0.2
N 0.03576 2.14877 -2.18379 0.0 0.1 0.1
N -0.33847 0.91856 2.08284 0.0 0.2 1.2
N -0.30667 -1.87228 0.66488 0.1 0.1 0.1
N -1.48807 -1.15554 0.56248 -0.2 -0.1 -0.1
N 1.80198 0.75743 0.23504 0.2 0.0 -0.2
N 0.34891 -0.20642 2.48878 0.0 0.0 -0.1
N 1.94509 -0.58271 0.54619 -0.1 0.0 0.1
C -1.94510 -3.34298 0.46928 -0.1 -0.1 0.0
C -4.27311 -0.07198 -2.82185 0.0 0.0 0.0
C -1.73810 0.88444 -3.18917 0.2 0.1 0.1
C 3.75024 -2.31075 0.72599 0.0 0.0 -0.1
C -1.41025 2.90079 3.08693 0.0 0.0 0.1
C 1.60537 3.42443 -3.46502 0.0 0.0 0.0
C -3.72640 -0.08177 -4.09168 0.0 0.0 -0.1
C 3.95817 0.17995 0.06511 0.1 0.1 0.0
C -0.58396 -3.19877 0.59370 0.2 0.0 0.1
C 1.14664 -1.26300 4.60441 0.0 0.1 0.0
C 0.10296 1.92532 -4.55639 0.0 0.0 -0.1
C 1.15815 2.82150 -4.62543 0.0 0.0 -0.1
C -3.93294 -1.72022 0.57925 0.1 0.0 0.0
C 3.03600 1.22012 -0.01501 0.1 0.1 0.0
C -3.48065 0.36246 -1.77944 0.1 0.0 0.0
C 1.02639 3.04311 -2.27209 0.0 -0.1 0.0
C -0.46184 1.64148 -3.32773 -0.2 -0.1 0.1
C -0.64985 1.61561 3.18331 -0.1 0.1 0.1
C 3.38792 2.66536 -0.18513 0.0 -0.1 0.0
C 0.45535 -0.19056 3.82861 0.1 -0.2 0.1
C -2.47675 -2.05313 0.48812 -0.1 0.0 0.0
C -0.16951 0.95604 4.30285 0.0 0.0 0.1
C 3.24405 -0.93803 0.43392 0.0 -0.1 0.1
C 0.45911 -4.25944 0.68961 -0.1 0.0 -0.1
C -2.44520 0.41252 -4.27866 -0.1 0.0 -0.1
B 0.89833 -1.26604 1.48474 0.0 0.0 0.0
H 3.53666 -2.60808 1.75274 0.0 0.0 0.0
H -0.28785 1.48640 -5.46201 0.0 0.0 0.0
H 2.19610 -1.34211 4.31984 0.0 0.0 0.0
H -5.28798 -0.39553 -2.63588 0.0 0.0 0.0
H -2.49413 -4.27085 0.43011 0.0 0.1 0.0
H -4.09970 -0.71174 0.95236 0.0 0.0 0.0
H -0.25843 1.26086 5.33320 0.0 0.0 -0.1
H -0.86565 3.64601 2.50432 0.0 0.0 0.0
H 1.59961 3.06710 -5.58245 0.0 0.0 0.0
H 4.82741 -2.33986 0.57790 0.0 0.0 0.0
H 4.29864 2.86771 0.37715 0.0 0.0 0.0
H 3.29805 -3.04614 0.05996 0.0 0.0 0.0
H -1.57315 3.32986 4.07262 0.0 0.0 0.0
H -4.39793 -2.39842 1.29402 0.0 0.0 0.0
H -2.39550 2.75012 2.64171 0.0 0.0 0.0
H -0.01291 -5.23912 0.66570 0.0 0.0 0.0
H 0.67779 -2.23353 4.44147 0.0 0.0 0.0
H 1.09806 -1.03482 5.66647 0.0 0.0 0.0
H 1.03431 -4.17595 1.61146 0.0 0.0 0.0
H 2.62120 3.32346 0.21951 0.0 0.0 0.0
H 3.59270 2.92647 -1.22342 0.0 0.0 0.0
H 1.43409 -2.14093 2.08724 -0.1 0.1 -0.1
H -4.45174 -1.85752 -0.36954 0.0 0.0 0.0
H -3.86461 0.36497 -0.77391 0.0 0.0 0.1
H 1.36201 3.47782 -1.34680 0.0 0.0 0.1
H 1.15298 -4.19850 -0.15010 0.0 0.0 0.0
H 5.02653 0.24836 -0.06911 -0.1 0.0 0.0
H 2.38683 4.17175 -3.47583 0.0 0.0 0.0
H -4.29847 -0.43993 -4.93759 0.0 0.0 0.0
H -2.02665 0.45422 -5.27307 0.0 0.0 0.0
```
Positions in Å, forces in eV/Å.



Entry 2:
This record from the OMol25 dataset describes a cluster of 20 separate species, C25H30BrCl57N3O in total in a non-equilibrium geometry. The level of theory is ωB97M-V with the def2-TZVPD basis set.

orbital gap: 0.2868 Eh
multiplicity: 1
E_tot: -30014.7154 Ha
lowest unoccupied orbital energy: -4.17 eV
total charge: +1

Geometry as XYZ:
```
117
Properties=species:S:1:pos:R:3:forces:R:3
Br 0.87701 -0.91942 -3.42827 0.0 -0.2 0.0
Cl -3.21261 -3.47470 2.51502 -0.1 -0.1 0.1
Cl 0.40869 6.22521 -9.61325 0.0 0.0 0.0
Cl 4.97810 7.81895 0.32024 0.0 0.0 0.0
Cl -6.24846 -15.77685 4.07598 0.0 0.0 0.0
Cl 8.17073 5.96517 -9.52119 0.0 0.0 0.0
Cl -0.85695 -5.83865 2.90406 0.4 -0.1 0.2
Cl -2.08318 4.54061 10.51629 0.1 -0.1 0.0
Cl -3.46382 -1.99576 5.01203 -0.1 0.0 -0.1
Cl 13.02241 5.07338 -9.18673 0.0 0.0 0.0
Cl -1.41527 7.20566 7.75182 0.0 0.0 0.1
Cl 1.91848 -0.44917 -7.53304 0.0 0.1 0.1
Cl -0.55778 7.05771 -7.00800 0.0 0.0 0.0
Cl -0.97404 0.95227 6.23172 0.0 0.0 0.0
Cl -1.96424 5.97353 1.96886 0.0 0.0 0.0
Cl 1.82016 8.61555 2.76076 0.1 0.1 -0.1
Cl 3.85984 2.16536 -6.06301 0.2 0.0 0.1
Cl 3.52624 -1.79512 2.01549 0.3 0.1 0.1
Cl 6.61674 1.82646 -6.88305 0.1 -0.2 0.0
Cl -6.14815 -0.55664 1.78377 0.0 0.0 -0.1
Cl 2.15676 6.06123 -7.30334 0.0 -0.1 0.0
Cl 1.89308 7.76849 5.53426 0.0 0.0 0.0
Cl -4.01559 7.80085 6.60409 0.0 0.0 0.0
Cl -6.20316 -14.06394 1.73344 0.0 0.0 0.0
Cl -7.46183 -5.71047 -5.13994 0.0 0.0 0.0
Cl -2.77870 3.02052 7.17027 0.0 0.0 0.0
Cl -3.47680 -4.72817 -3.50998 0.0 0.1 0.0
Cl -0.91989 -11.41008 6.54689 0.0 0.0 0.0
Cl -2.50399 2.50955 4.32254 -0.1 -0.1 0.0
Cl -1.81184 1.64741 10.59771 0.0 0.0 0.0
Cl -2.52288 -12.15652 4.24629 0.1 0.2 0.0
Cl 0.74846 5.18134 2.66291 -0.1 0.0 0.0
Cl 5.75462 4.97016 -10.77944 0.0 0.0 0.0
Cl -3.22571 -6.90343 1.71728 -0.2 -0.3 0.1
Cl 4.56608 -2.74523 -0.51188 0.1 0.0 0.0
Cl 12.51722 7.09506 -7.16569 0.0 0.0 0.0
Cl -3.71937 -14.78259 3.05511 -0.1 -0.2 -0.1
Cl 3.84050 6.72774 3.65103 -0.1 -0.1 0.1
Cl 3.06348 -4.51024 1.23465 0.0 -0.3 0.0
Cl -0.77108 0.24050 -8.33074 -0.1 0.0 0.0
Cl -2.55272 -0.66673 2.58792 0.0 0.2 0.0
Cl -2.56398 -9.41904 5.22075 -0.1 -0.1 0.2
Cl -3.82959 -4.47185 -0.64480 0.1 0.0 -0.1
Cl -5.90699 -7.41175 -3.37924 -0.1 -0.3 -0.1
Cl 5.35296 -0.16559 -5.18960 0.0 0.0 0.0
Cl -3.78873 7.13949 9.42358 -0.1 0.1 0.0
Cl -7.33878 -3.01284 0.79364 0.1 0.0 0.0
Cl 0.21908 3.26140 9.28954 0.0 0.0 0.0
Cl -0.85158 -8.57083 1.90914 0.0 0.0 0.0
Cl 5.22097 10.64324 0.93373 0.0 0.0 0.0
Cl 6.45673 8.67544 2.67254 0.1 0.1 -0.1
Cl -1.90174 -6.37198 -1.71308 0.0 0.1 0.0
Cl 5.94698 5.06403 -7.88953 0.0 0.1 0.0
Cl -1.21418 5.57033 4.75032 0.0 0.2 0.0
Cl -5.47253 -1.53773 -0.86831 0.0 0.2 -0.2
Cl 0.92699 2.27918 -7.16547 -0.1 -0.1 0.0
Cl 12.23479 7.75307 -9.98011 0.0 0.0 0.0
Cl -7.76197 -5.48673 -2.26233 0.0 0.0 0.0
O 0.41360 -2.07500 1.99995 -0.3 -1.0 -2.0
N -2.95420 1.18184 -1.29201 -0.2 0.5 -0.7
N -1.71864 -0.30864 -2.63881 -1.0 -1.0 3.1
N -0.56232 1.29429 -1.47640 -1.4 -0.4 1.7
C -5.90758 -1.98946 0.78196 -0.3 0.0 0.2
C 0.49142 5.93813 -7.87843 0.1 0.1 -0.1
C 0.76359 -2.16021 -0.38001 -0.6 0.1 0.9
C -3.45807 -5.58211 -1.97001 0.2 0.0 0.1
C -0.95283 3.18835 10.60764 0.0 0.0 -0.1
C -1.75838 0.75209 -1.79578 1.2 0.0 -1.4
C -1.80637 -7.30879 2.68244 0.0 0.2 -0.3
C -7.45024 -6.58050 -3.61109 0.0 0.2 0.0
C -5.43623 -14.43430 3.27741 0.0 -0.1 0.0
C 0.25120 0.30846 -0.62999 0.4 -0.2 -0.4
C -3.14233 6.85792 7.81074 0.0 0.0 0.0
C -0.28412 -1.10576 -0.79550 0.9 -0.1 -0.5
C -1.57926 -10.87898 5.00521 0.0 -0.1 0.1
C 0.33526 -2.72678 0.95473 0.1 1.0 2.2
C 4.21538 -3.17795 1.16189 -0.3 0.3 -0.1
C 2.86067 8.11867 4.10066 0.0 -0.1 0.0
C 6.83114 4.82284 -9.39453 -0.1 0.1 0.0
C -2.57111 -2.17709 3.51189 0.2 0.1 0.0
C 0.51904 0.55440 -7.17178 -0.1 0.0 -0.2
C 6.01263 9.07121 1.01037 -0.1 0.0 0.1
C -2.49376 1.79382 5.94041 0.1 0.0 -0.1
C -0.67038 6.10972 3.17154 0.0 -0.3 0.0
C 12.06460 6.49093 -8.75966 0.1 0.0 0.0
C -0.65668 -1.28222 -2.26139 0.8 0.8 -0.9
C 5.44564 1.55107 -5.59891 0.0 0.0 -0.1
H 3.52594 8.94017 4.32873 0.0 0.0 0.0
H -0.37612 7.14725 3.24442 0.0 0.0 0.0
H -8.23209 -7.32586 -3.63630 0.0 -0.1 0.0
H 11.02673 6.19303 -8.72187 -0.1 0.0 0.0
H -1.14725 -1.28344 -0.16756 -0.7 0.2 0.0
H 5.77502 2.08844 -4.72120 0.0 0.0 0.0
H -5.08849 -2.55272 1.20300 0.0 0.0 0.0
H -2.12247 -7.67982 3.64881 0.0 0.1 -0.1
H -0.09641 -3.73746 0.99885 0.0 -0.1 -0.2
H -4.22896 -6.33997 -1.99326 0.0 0.1 0.0
H 1.71076 -1.67503 -0.20053 0.5 -0.1 -0.3
H -5.52085 -13.56334 3.91230 0.0 0.0 0.0
H 0.15571 0.29709 -6.18701 0.0 0.0 0.1
H 0.82405 -2.96436 -1.09779 0.3 -0.1 -0.3
H -3.32973 0.68220 -0.50719 -0.3 -0.3 0.1
H 1.28183 0.33829 -0.93966 0.3 0.1 -0.3
H 0.23062 0.63912 0.39833 -0.3 0.1 0.3
H -2.61698 -0.76970 -2.49573 -0.3 -0.1 -0.9
H -3.44198 2.00849 -1.58472 0.2 0.3 0.0
H 5.13805 -3.47852 1.63737 0.0 0.0 0.1
H -0.93677 -2.29400 -2.49497 -0.5 -0.2 -0.2
H 0.14048 4.93439 -7.68764 0.0 0.0 0.0
H -0.41113 3.26610 11.53923 0.0 0.0 0.0
H -0.80064 2.07239 -0.87349 0.5 0.4 0.0
H 6.91814 9.11868 0.42289 0.0 0.0 0.0
H -3.27658 5.81087 7.57926 0.0 -0.1 0.0
H -0.75586 -10.63115 4.35014 0.0 0.1 0.0
H -3.29625 1.07113 5.99040 0.0 0.0 0.0
H 7.24034 3.82216 -9.38886 0.0 0.0 0.0
H -1.54261 -2.41790 3.75125 0.0 0.0 0.0
```
Positions in Å, forces in eV/Å.



Entry 3:
This record from the OMol25 dataset describes a structure of composition C25H30F5IrN2O3P in a non-equilibrium geometry. The level of theory is ωB97M-V with the def2-TZVPD basis set.

orbital gap (spin up / spin down): 0.2855 / 0.2531 Eh
multiplicity: 2
E_tot: -2250.3899 Ha
lowest unoccupied orbital energy (spin up / spin down): -7.40 / -8.26 eV
total charge: +2

Geometry as XYZ:
```
67
Properties=species:S:1:pos:R:3:forces:R:3
Ir -1.24087 -0.12720 -0.60590 -0.3 0.4 0.0
P -0.80362 -0.07684 1.65538 -0.3 -0.7 -0.4
F -3.95907 -1.96648 -1.61977 -0.1 0.0 0.0
F -3.72929 0.80745 -1.58054 0.1 -0.2 -0.2
F -3.96293 -1.95143 0.55465 0.0 0.0 0.0
F -3.73440 0.70536 0.60301 -0.2 0.2 -0.2
F -5.49160 -0.88966 -0.54587 0.0 0.0 0.0
O -1.26749 -2.04016 -0.72649 0.4 -0.2 0.6
O 0.81371 6.24953 -1.91505 0.0 -0.1 0.0
O 5.22572 2.31434 -1.00262 -0.1 0.0 0.0
N 0.83280 0.12555 -1.03933 0.1 -0.1 0.0
N -1.04610 1.94730 -0.60131 0.2 0.0 -0.1
C -0.23943 6.15465 -0.98429 0.1 0.1 0.3
C -4.21330 -1.21826 -0.54490 0.0 -0.1 0.0
C 1.68732 -3.81767 2.43296 0.0 0.0 0.0
C -1.41564 -3.31534 -1.34270 -0.6 -0.5 -0.9
C -0.52567 4.69652 -0.76901 0.0 0.0 -0.2
C 3.06340 -0.62040 -1.42003 -0.1 0.1 0.0
C 1.27986 1.38855 -0.92444 -0.1 0.0 0.0
C 3.54696 0.66794 -1.21943 0.0 0.0 0.1
C 5.01750 0.95440 -1.28051 0.1 0.0 0.0
C 0.22169 2.41064 -0.77876 0.0 -0.1 0.0
C 2.62937 1.67764 -0.94956 0.1 0.2 -0.1
C 0.32864 -3.82216 2.71511 0.0 0.0 0.0
C -3.32005 0.03783 -0.53233 0.1 0.0 0.7
C 1.71173 -0.85327 -1.29880 0.0 -0.1 0.0
C -0.11891 -3.73977 -2.02903 0.2 0.3 0.2
C -0.43411 -2.68742 2.48920 0.0 0.1 0.1
C -1.88102 -4.36856 -0.35507 0.2 0.3 0.3
C -2.02506 2.85696 -0.48025 -0.1 0.1 0.3
C -2.26145 -0.13784 2.69460 0.0 0.1 0.1
C 1.53961 -1.53279 1.70798 0.0 0.0 0.1
C 0.17276 -1.53346 1.99444 0.1 -0.1 -0.1
C 2.29396 -2.67069 1.93428 0.0 0.0 0.0
C 0.15507 1.33576 2.21732 -0.1 0.2 -0.2
C 0.49389 3.75462 -0.87972 0.1 0.1 -0.1
C -1.80098 4.22009 -0.52352 0.1 -0.1 0.1
H -2.63859 4.89042 -0.38577 0.0 0.0 -0.1
H -1.08232 -4.62034 0.34356 0.0 0.0 0.0
H -2.78147 0.81390 2.63107 0.0 0.0 0.1
H 0.19158 -3.01812 -2.78516 0.0 -0.1 -0.1
H 0.82394 7.12365 -2.31764 0.0 0.0 0.1
H 3.35763 -2.66109 1.73521 0.0 0.0 0.0
H -2.74767 -4.03056 0.20778 0.0 0.0 0.0
H 0.43009 1.14387 3.25537 0.0 0.0 0.0
H 3.73457 -1.44283 -1.63111 0.0 0.0 0.0
H 5.39030 0.66453 -2.26943 -0.1 0.0 0.0
H -2.17039 -3.23566 -2.12760 0.0 0.2 0.0
H -1.14669 6.66901 -1.30750 0.0 -0.1 -0.1
H 5.52450 0.30731 -0.55364 0.0 0.0 0.0
H 2.98841 2.67953 -0.76808 0.0 0.0 -0.1
H -0.14065 -4.70920 3.11924 0.0 0.0 0.0
H -1.93821 -0.31201 3.72274 0.0 0.0 0.0
H -0.30078 -4.69455 -2.51824 0.0 0.0 0.0
H 0.67692 -3.87535 -1.29230 0.0 -0.1 0.0
H 6.14075 2.55512 -1.17937 0.0 0.0 0.0
H 2.27688 -4.70720 2.61063 0.0 0.0 0.0
H 0.04800 6.59300 -0.01866 0.0 0.0 0.0
H -2.15381 -5.26356 -0.91262 0.0 0.0 0.0
H -1.49168 -2.70052 2.71917 0.0 0.0 0.0
H -3.02738 2.49979 -0.33252 0.0 -0.1 0.0
H -0.44927 2.24191 2.16136 0.0 0.0 0.0
H 1.50081 4.08522 -1.08776 0.0 0.0 0.0
H 2.02088 -0.64234 1.32328 0.0 0.0 0.1
H 1.30775 -1.84848 -1.38637 0.0 0.0 0.0
H 1.05638 1.47611 1.62571 0.1 0.0 0.1
H -2.94347 -0.91727 2.36895 0.0 -0.1 0.1
```
Positions in Å, forces in eV/Å.



Which value of E_tot does entry 1 give?
-1471.6153 Ha



Among the records above, which one has the lowest total charge?
C25H30BrCl57N3O